{"formula": "C17H33BEuN6Si2", "method": "ωB97M-V with the def2-TZVPD basis set", "elements": ["Eu", "Si", "Si", "N", "N", "N", "N", "N", "N", "C", "C", "C", "C", "C", "C", "C", "C", "C", "C", "C", "C", "C", "C", "C", "C", "C", "B", "H", "H", "H", "H", "H", "H", "H", "H", "H", "H", "H", "H", "H", "H", "H", "H", "H", "H", "H", "H", "H", "H", "H", "H", "H", "H", "H", "H", "H", "H", "H", "H", "H"], "positions_angstrom": [[-0.396910, -0.682886, -0.420944], [-1.758938, 0.573723, 2.709578], [1.402290, -0.202294, 2.624000], [-0.573554, -0.034435, -3.895170], [1.765433, -0.608009, -3.206569], [1.420814, -1.298258, -2.040507], [-1.238995, -0.506655, -2.761630], [0.801091, 1.710937, -2.752398], [0.388481, 1.500746, -1.435009], [-1.884868, -2.991587, 0.014108], [-2.553265, -0.766903, -4.582370], [2.577087, -0.976755, 1.368740], [1.043150, 3.016100, -2.956187], [1.729422, -0.997311, 4.302999], [0.787529, 3.699850, -1.770121], [2.358333, -2.258664, -1.877858], [2.888356, -1.128926, -3.729432], [-1.882636, 0.602803, 4.591714], [-0.353432, -0.470964, 2.130031], [3.299330, -2.189313, -2.921814], [-2.441149, -0.959702, -3.188882], [0.393308, 2.714119, -0.844170], [-1.639073, 2.374583, 2.171847], [-3.381065, -0.111932, 2.030009], [1.890891, 1.614911, 2.763993], [-1.352151, -0.179246, -4.979637], [0.867115, 0.530356, -3.761348], [-0.984961, 0.148925, -5.941249], [1.588760, -2.086208, 4.260575], [3.590497, -1.011247, 1.797343], [1.904736, 2.115288, 1.785391], [-3.136584, -1.392121, -2.481725], [-2.401346, 2.962966, 2.704310], [-2.029353, -0.403456, 5.006903], [-0.609529, -1.553496, 2.278238], [-2.741685, 1.213699, 4.902549], [2.297754, -2.009522, 1.110253], [1.064898, -0.603905, 5.083908], [-0.821996, -3.163490, -0.244039], [1.279667, 0.908713, -4.818633], [0.865977, 4.756124, -1.600524], [2.321338, -2.931135, -1.025619], [1.380213, 3.343083, -3.930253], [2.647071, -0.398112, 0.434094], [1.231035, 2.181704, 3.433385], [-0.662428, 2.819953, 2.398402], [2.909106, 1.671809, 3.178173], [-3.390573, -1.015987, -5.207645], [-1.825774, 2.494261, 1.095019], [-2.501648, -3.485573, -0.746938], [2.764100, -0.809903, 4.621192], [-2.200009, -1.912581, 0.042962], [-3.476936, -1.189048, 2.229078], [3.296059, -0.702006, -4.631332], [0.116924, 2.828559, 0.194762], [-0.990116, 1.032490, 5.066053], [-3.501593, 0.052833, 0.947485], [-2.079858, -3.416286, 1.007780], [-4.216607, 0.398988, 2.533998], [4.156247, -2.819627, -3.066852]], "atomic_forces_ev_per_a": [[1.1093, 0.9003, -0.1490], [1.1589, -0.6949, 0.2270], [-1.1672, -0.0105, 0.3566], [-1.0359, -0.6177, 1.2676], [-0.1966, -0.8677, 1.3881], [1.3951, -0.2440, -1.1115], [-0.7505, 0.0353, -2.0672], [-0.3074, -0.2526, 1.4410], [0.5780, 1.3042, -0.8312], [-0.5517, 0.1096, -0.0401], [0.1218, 0.0244, 0.1845], [0.3653, -0.0466, -0.0526], [-0.2519, -0.2638, 0.6516], [0.4377, -0.0686, 0.1055], [0.0204, -0.3086, -0.0726], [-0.3027, 1.1505, -1.0515], [-0.4212, -0.3854, 0.7663], [-0.4740, 0.1613, 0.2136], [-0.1494, 0.2299, 0.1020], [-0.1538, 0.1721, -0.0044], [1.4928, 0.8209, -0.8199], [0.2994, -0.4232, -1.3799], [-0.1703, 0.2214, -0.1000], [-0.3161, 0.0715, 0.1318], [0.1792, 0.0698, -0.0266], [-0.2660, -0.2892, 0.7995], [-0.3176, -0.0677, 0.6306], [-0.1573, -0.0932, 0.0405], [-0.0129, 0.1845, 0.0035], [-0.1572, -0.0526, -0.1925], [-0.0195, -0.0701, 0.1894], [-0.0128, 0.0667, -0.1317], [0.1504, -0.0772, -0.1496], [0.0780, 0.1460, -0.1187], [0.1097, 0.4806, 0.0246], [0.0927, -0.0684, 0.0969], [0.0523, 0.1659, 0.1236], [0.0700, -0.0411, -0.2518], [-0.4865, 0.1306, 0.1245], [0.0119, 0.0099, -0.0637], [0.0608, 0.1215, 0.0197], [0.0200, 0.1753, -0.2451], [-0.0638, 0.0944, 0.1746], [-0.0348, -0.1028, 0.1738], [0.1214, -0.1504, -0.1043], [-0.1734, -0.1160, -0.0150], [-0.1980, 0.0507, -0.1085], [-0.0416, -0.0118, -0.0670], [-0.0108, 0.0060, 0.2010], [0.1753, 0.0338, 0.2687], [-0.0983, -0.0956, 0.0547], [-0.0788, -1.3837, 0.1801], [0.0132, 0.2276, -0.0231], [0.0788, -0.1235, 0.0135], [0.0410, -0.0724, -0.1374], [-0.0960, -0.0915, -0.1943], [0.0182, -0.0087, 0.1834], [0.0557, 0.1505, -0.3782], [0.0760, -0.1830, -0.2255], [0.0910, -0.0325, -0.0253]], "lowdin_spin": [7.023, 0.000, -0.001, 0.000, 0.000, -0.009, -0.008, 0.000, -0.009, 0.001, 0.000, 0.001, 0.001, -0.001, 0.000, 0.002, 0.001, 0.000, -0.015, 0.000, 0.003, 0.001, 0.001, 0.002, 0.000, 0.001, 0.000, 0.000, 0.000, 0.000, 0.000, 0.001, 0.000, 0.000, 0.000, 0.000, 0.000, 0.000, 0.001, 0.000, 0.000, 0.000, 0.000, 0.000, 0.000, 0.000, 0.000, 0.000, 0.000, 0.001, 0.000, 0.000, 0.000, 0.000, 0.000, 0.000, 0.001, 0.000, 0.000, 0.000], "homo_ev": [-6.7, -6.8], "orbital_gap_ev": [6.914, 7.079], "s_squared": 15.760, "spin_multiplicity": 8, "lumo_ev": [0.260, 0.254]}

***

{"formula": "C17H33BN4O12P3S", "method": "ωB97M-V with the def2-TZVPD basis set", "elements": ["S", "P", "P", "P", "O", "O", "O", "O", "O", "O", "O", "O", "O", "O", "O", "O", "N", "N", "N", "N", "C", "C", "C", "C", "C", "C", "C", "C", "C", "C", "C", "C", "C", "C", "C", "C", "C", "B", "H", "H", "H", "H", "H", "H", "H", "H", "H", "H", "H", "H", "H", "H", "H", "H", "H", "H", "H", "H", "H", "H", "H", "H", "H", "H", "H", "H", "H", "H", "H", "H", "H"], "positions_angstrom": [[0.992482, 3.461748, -2.226469], [-5.226854, 3.967654, 2.826010], [5.061887, -1.246242, 2.156714], [3.163333, -0.676861, -3.034717], [5.216244, 0.390068, 1.998840], [5.411066, -1.585571, 0.751391], [1.286227, -3.380517, -1.972405], [-5.730453, 3.752508, 1.287567], [-3.152090, 0.547854, -0.976806], [0.684001, -3.314884, -4.284397], [-3.305469, 1.696990, -2.876783], [6.397816, -1.275575, 3.150340], [-4.160279, 2.762796, 2.865478], [-6.250227, 3.583934, 3.816912], [4.599386, -2.758653, 2.624462], [-5.422544, 5.594647, 2.758624], [-0.453990, 2.779959, -2.117882], [-3.208677, -1.471394, -3.481421], [1.936668, 2.195867, -2.540385], [4.139840, 0.060109, -2.048967], [0.211974, -2.677563, 0.142877], [-4.324491, 1.487044, 2.227368], [-0.972304, -0.808005, -2.617557], [6.340422, -1.627632, 4.528162], [-4.495037, -1.509009, -2.793633], [5.477597, -3.835359, 2.895313], [-1.290816, 0.495388, -2.369984], [-2.711332, 0.958620, -2.077206], [0.309817, -3.720655, -0.987291], [-4.734892, 6.342538, 1.745272], [-2.060585, -1.854962, -2.664363], [0.406959, -1.154475, -2.833096], [1.115325, 1.148312, -2.583137], [-4.823449, 3.441290, 0.214624], [1.423181, -0.230744, -2.812228], [5.166924, 1.240394, 3.152487], [-0.258435, 1.479612, -2.358538], [0.812873, -2.679052, -3.067177], [7.005703, -2.473479, 4.701163], [5.009877, -4.725104, 2.476408], [5.331018, -1.888423, 4.848643], [-3.051668, -0.579128, -3.924919], [6.704184, -0.789678, 5.125723], [-3.794642, 3.360298, 0.558560], [-4.890023, 4.214255, -0.551153], [-5.108306, -0.687665, -3.163831], [-0.678702, -3.860356, -1.426504], [-1.676718, -2.800064, -3.077497], [-5.368788, 1.286120, 1.998564], [-3.672694, 6.095123, 1.730120], [-3.712741, 1.434677, 1.327467], [1.005199, -1.934498, 0.058067], [0.224341, -3.142224, 1.128023], [-4.412063, -1.387820, -1.711231], [-5.126045, 2.499469, -0.236289], [3.505277, -0.406603, -4.383439], [-2.380059, -2.096343, -1.643219], [5.070979, 2.263072, 2.795600], [-0.718200, -2.108963, 0.069744], [6.458984, -3.679889, 2.449910], [1.215852, -2.842465, -4.935154], [6.075152, 1.145922, 3.747282], [5.559241, -3.989994, 3.971731], [-4.821188, 7.396244, 2.003367], [-4.996293, -2.463318, -2.993395], [4.614474, -0.626392, -1.469435], [3.291262, -2.068356, -2.821028], [0.595324, -4.665458, -0.524248], [-5.177675, 6.170447, 0.765715], [-3.940778, 0.746527, 2.926956], [4.287610, 1.023885, 3.760299]], "atomic_forces_ev_per_a": [[0.0736, 0.0851, 0.0737], [-5.0862, -2.6229, -1.7428], [6.9170, -2.3591, -2.9599], [0.9984, 0.7797, 1.4513], [-2.7162, -0.2279, 1.4790], [-0.9170, 0.4055, 0.0177], [-0.6973, -0.5992, -0.5114], [0.5451, 0.1023, 0.2143], [0.3317, -0.1908, 0.3244], [0.9970, 0.0381, 0.2168], [0.4665, -0.1076, -0.5598], [-0.5705, 0.2378, 0.5591], [1.6881, 2.3490, 0.8050], [0.4699, 0.5021, 0.3213], [-3.0049, 1.6101, 0.8779], [2.6337, -0.4130, 0.6414], [0.3432, 0.0953, -0.1067], [0.1058, -0.0531, 0.4091], [-0.1905, 0.2151, -0.1146], [-0.0031, -0.2068, -0.2037], [-0.4203, 0.3539, -0.3396], [0.2647, -0.2857, -0.2545], [0.3747, 0.2879, -0.1393], [0.2591, 0.1687, -0.1094], [-0.0811, -0.1439, -0.2942], [0.1025, -0.1340, 0.2645], [-0.3674, 0.3350, -0.1404], [-0.9110, 0.3032, 0.7684], [0.0792, 0.3281, 1.1815], [0.1243, 0.1746, 0.0927], [-0.0815, -0.4090, -0.4521], [0.2653, -0.4870, -0.3538], [-0.4944, -0.4884, -0.0028], [-0.2882, -0.0299, -0.3189], [0.4063, -0.0477, -0.4373], [-0.1541, 0.1983, -0.0361], [-0.0879, -0.0876, 0.1564], [-0.3149, 0.1643, 0.6453], [-0.0285, -0.0216, 0.0547], [-0.0316, 0.1063, -0.1615], [0.0189, -0.0379, 0.0527], [-0.0856, 0.1175, 0.1637], [-0.0871, 0.0485, -0.0104], [0.0203, 0.0318, -0.1150], [-0.0072, 0.0754, 0.0832], [-0.1101, -0.0827, 0.0201], [0.0897, -0.1045, -0.1709], [0.3227, 0.1037, 0.0762], [-0.0099, 0.0975, 0.0335], [-0.0024, -0.0012, -0.1398], [-0.1677, -0.0466, -0.0557], [0.1983, -0.2074, 0.0925], [0.1556, -0.0179, -0.0050], [0.1437, 0.1350, -0.0176], [0.1716, -0.0474, -0.0307], [-0.4791, -0.3066, -0.1293], [-0.1236, 0.2306, 0.0263], [0.0511, -0.0418, -0.1074], [-0.0017, -0.0026, 0.0096], [-0.0339, 0.0611, -0.0266], [-0.5527, 0.0832, -0.3953], [0.0025, -0.0984, -0.0410], [0.1248, -0.0154, -0.0434], [-0.1086, -0.0349, 0.0558], [-0.1102, 0.0747, -0.0244], [0.0877, 0.2230, 0.2226], [-0.6080, -0.1061, -0.7565], [0.1937, -0.1171, -0.3705], [-0.0154, -0.0993, 0.0388], [-0.1363, 0.1058, 0.1552], [0.0596, 0.0544, 0.0937]], "mulliken_charge": [0.057, 1.158, 1.258, 0.460, -0.292, -0.640, -0.645, -0.424, -0.693, -0.533, -0.734, -0.409, -0.408, -0.702, -0.418, -0.349, -0.522, -0.414, -0.659, -0.760, -0.904, -0.463, -0.240, -0.839, -0.900, -0.666, 1.158, -0.599, -0.242, -0.568, -0.838, -0.289, 0.307, -0.832, -0.018, -0.641, 1.124, 1.161, 0.269, 0.239, 0.405, 0.451, 0.285, 0.423, 0.412, 0.353, 0.236, 0.298, 0.309, 0.291, 0.127, 0.186, 0.383, 0.213, 0.254, 0.045, 0.134, 0.263, 0.154, 0.347, 0.313, 0.219, 0.272, 0.262, 0.285, 0.257, 0.007, 0.423, 0.221, 0.301, 0.319], "homo_ev": -5.3, "orbital_gap_ev": 5.271, "lumo_ev": -0.071, "total_charge": -1}

***

{"formula": "C17H33Cl10NO3S2", "method": "ωB97M-V with the def2-TZVPD basis set", "elements": ["Cl", "Cl", "Cl", "Cl", "Cl", "Cl", "Cl", "Cl", "Cl", "Cl", "S", "S", "O", "O", "O", "N", "C", "C", "C", "C", "C", "C", "C", "C", "C", "C", "C", "C", "C", "C", "C", "C", "C", "H", "H", "H", "H", "H", "H", "H", "H", "H", "H", "H", "H", "H", "H", "H", "H", "H", "H", "H", "H", "H", "H", "H", "H", "H", "H", "H", "H", "H", "H", "H", "H", "H"], "positions_angstrom": [[-1.453985, 4.559402, -1.078785], [-3.817643, 4.956734, 4.001084], [-2.437296, -4.033863, -4.905984], [3.071512, -4.198125, -3.820693], [-2.278641, -0.620249, -4.029094], [-0.977217, 6.937446, 1.306479], [-1.846759, -4.513065, -1.604850], [-5.003565, 8.094480, 4.536772], [3.510836, -1.278174, -2.194427], [-2.949355, 0.040718, -0.757928], [0.956294, -0.303974, 1.159349], [2.106868, -3.987709, 0.043793], [0.414348, 0.359594, 0.014329], [1.924874, -1.396938, 0.531226], [1.660233, 0.456004, 2.148338], [3.914701, -1.172279, 3.455457], [-5.124129, 5.773226, 3.099249], [5.405753, -0.403046, 1.657051], [-0.308220, -1.254056, 1.983635], [-3.433325, -4.282790, -2.385330], [4.378184, -1.308287, 2.285981], [-1.162715, 5.180513, 1.567375], [-0.555071, 4.368323, 0.455620], [-2.490966, 0.988132, -3.285754], [-4.874227, 7.254831, 2.969775], [-1.966091, 1.031585, -1.879385], [2.384482, -2.588388, 1.223554], [-3.485481, -4.904606, -3.759673], [0.070709, -2.722373, 2.184918], [3.326140, -2.599215, -4.568190], [3.896375, -2.466166, 1.423892], [1.565153, -2.858856, 2.482237], [4.254936, -1.738931, -3.747992], [2.350896, -2.131353, -4.677834], [0.476277, 4.650970, 0.263411], [1.867191, -2.156120, 3.262518], [-0.528720, -3.135152, 2.997366], [-2.224155, 4.979832, 1.672459], [-3.620622, -3.212265, -2.432695], [4.316612, -0.354897, 3.915182], [-4.502104, -4.843231, -4.144843], [4.334361, -2.389395, 0.427552], [-1.989038, 2.049885, -1.500184], [-0.589875, 3.310536, 0.713583], [-6.057089, 5.567239, 3.616880], [-0.668109, 4.941286, 2.506864], [-3.169319, -5.944300, -3.742714], [-1.934972, 1.699692, -3.894249], [-4.177768, -4.752973, -1.744862], [6.081021, -0.967206, 1.009991], [4.250610, -3.401122, 1.868322], [-3.550112, 1.229577, -3.329998], [-5.621991, 7.690635, 2.309450], [3.756940, -2.768145, -5.553504], [-1.229753, -1.118329, 1.416086], [-0.948534, 0.662645, -1.811610], [4.474710, -0.819069, -4.287110], [6.000899, 0.092884, 2.425996], [-5.157087, 5.323944, 2.107713], [-0.399033, -0.740539, 2.943241], [-0.173421, -3.284604, 1.280870], [4.904973, 0.351875, 1.043588], [1.813539, -3.862701, 2.834482], [-3.882513, 7.453612, 2.569333], [1.935138, -3.235080, -1.049343], [5.184307, -2.258013, -3.527999]], "atomic_forces_ev_per_a": [[-0.0002, 0.1314, -0.0016], [-0.0350, -0.0383, 0.0587], [0.0516, -0.0579, -0.1163], [-0.0061, -0.0046, -0.0004], [-0.0361, -0.0410, -0.0034], [-0.0254, 0.0102, 0.0037], [0.0414, 0.0110, 0.0359], [0.0018, 0.0024, 0.0044], [0.0370, 0.1092, -0.0064], [-0.0618, -0.0400, -0.0071], [-0.0382, -0.0529, 0.0717], [-0.1360, -0.1171, 0.0643], [0.0464, 0.1687, 0.0165], [-0.0565, -0.0422, -0.1034], [-0.0047, -0.0052, -0.1299], [0.1276, -0.0364, 0.0929], [0.0079, 0.0246, -0.0635], [0.0646, -0.0376, 0.0721], [-0.1059, 0.0878, 0.2869], [-0.0608, 0.0182, -0.0009], [-0.0708, -0.0589, -0.0690], [-0.0068, -0.0232, 0.0081], [0.0609, -0.1055, 0.0088], [-0.0443, 0.0478, -0.0407], [0.0079, 0.0048, -0.0382], [0.1331, -0.0192, 0.1296], [0.1146, -0.1543, 0.0530], [-0.0338, 0.0650, 0.0744], [0.1358, -0.0471, -0.2278], [-0.0058, 0.0238, -0.0258], [-0.0238, 0.1900, 0.0584], [-0.1780, 0.1082, -0.0028], [-0.0062, -0.0246, -0.0261], [-0.0013, -0.0071, 0.0118], [-0.0153, 0.0285, -0.0101], [0.0745, -0.0805, -0.0417], [0.0370, 0.0719, -0.0038], [0.0046, -0.0221, -0.0070], [0.0312, 0.0080, 0.0004], [-0.0030, -0.0262, -0.0164], [0.0098, 0.0085, 0.0007], [0.0145, -0.0535, 0.0577], [-0.0803, -0.0211, -0.0474], [0.0005, -0.0076, -0.0093], [0.0164, 0.0118, 0.0239], [0.0162, 0.0125, -0.0106], [0.0298, 0.0129, 0.0107], [0.0026, -0.0082, 0.0019], [0.0148, -0.0096, 0.0037], [-0.0529, 0.0435, 0.0039], [-0.0273, 0.0299, -0.0531], [0.0064, -0.0077, 0.0031], [-0.0051, -0.0031, 0.0094], [0.0104, -0.0165, 0.0121], [0.1135, -0.0323, -0.0539], [0.0118, -0.0618, -0.0130], [-0.0224, 0.0049, 0.0073], [-0.0984, 0.0700, -0.0623], [0.0104, -0.0017, 0.0035], [-0.0581, -0.0378, -0.0575], [-0.0169, -0.0075, 0.0849], [0.0147, -0.0586, -0.0007], [-0.0273, 0.0343, -0.0551], [0.0016, -0.0020, 0.0149], [0.1064, 0.0420, 0.0096], [-0.0129, -0.0108, 0.0065]], "nbo_charge": [-0.077, -0.067, -0.058, -0.058, -0.065, -0.070, -0.062, -0.059, -0.056, -0.092, 2.396, -0.054, -0.946, -0.760, -0.935, -0.631, -0.384, -0.687, -0.682, -0.390, 0.335, -0.386, -0.382, -0.386, -0.392, -0.392, 0.237, -0.385, -0.412, -0.388, -0.524, -0.495, -0.387, 0.229, 0.227, 0.269, 0.228, 0.224, 0.234, 0.338, 0.222, 0.236, 0.234, 0.237, 0.226, 0.231, 0.222, 0.224, 0.219, 0.221, 0.246, 0.219, 0.224, 0.223, 0.268, 0.250, 0.224, 0.219, 0.223, 0.248, 0.235, 0.243, 0.236, 0.232, 0.164, 0.223], "homo_ev": -9.2, "orbital_gap_ev": 9.635, "lumo_ev": 0.470, "smiles": "[H]/N=C(\\C)C[C@@]1(S)CCCS(=O)(=O)O1.ClCCCl.ClCCCl.ClCCCl.ClCCCl.ClCCCl"}